# C4H8O2

A cluster of 2 separate species, C4H8O2 in total (ωB97M-V/def2-TZVPD, the Open Molecules 2025 dataset).

Kohn-Sham gap in eV: 9.0
2S+1: 1

```
14
C4H8O2, DFT ωB97M-V/def2-TZVPD
C 1.351 -1.117 -1.383
C 0.037 -0.521 -0.989
C -0.814 -1.084 -0.137
O -1.906 -0.467 0.405
H 2.140 -0.476 -0.976
H 1.480 -2.115 -0.954
H 1.522 -1.199 -2.463
H -0.183 0.483 -1.350
H -0.688 -2.103 0.225
H -1.823 0.486 0.226
C -0.300 1.967 1.842
O 0.310 1.920 0.803
H -0.646 2.951 2.194
H -0.447 1.076 2.489
```

***

# C4H8O2

The molecule C4H8O2 (ωB97M-V/def2-TZVPD, the Open Molecules 2025 dataset).

Kohn-Sham gap in eV: 9.3
2S+1: 1

```
14
C4H8O2, DFT ωB97M-V/def2-TZVPD
O 0.779 -0.956 -1.454
C 0.446 0.274 -0.834
C -1.072 0.497 -0.703
C -0.665 -0.401 1.881
O 0.436 -0.750 1.258
C 1.099 0.319 0.554
H 0.577 -1.656 -0.815
H 0.894 1.047 -1.466
H -1.613 -0.308 -1.209
H -1.392 1.460 -1.105
H -1.209 -1.374 1.960
H -1.373 0.511 0.361
H 0.931 1.268 1.070
H 2.161 0.070 0.502
```

***

# C4H8O2

The molecule C4H8O2 (ωB97M-V/def2-TZVPD, the Open Molecules 2025 dataset).

Kohn-Sham gap in eV: 10.2
2S+1: 1

```
14
C4H8O2, DFT ωB97M-V/def2-TZVPD
O 0.916 -1.404 -1.021
C 1.179 -0.021 -0.770
C 0.345 0.602 0.345
C -1.070 1.075 0.068
C -0.846 -0.104 0.957
O -1.231 -1.387 0.585
H 1.217 -1.902 -0.248
H 0.984 0.476 -1.725
H 2.246 0.111 -0.546
H 0.924 1.216 1.032
H -1.459 0.858 -0.926
H -1.409 2.017 0.491
H -0.998 0.038 2.024
H -0.798 -1.575 -0.265
```

***

# C4H8O2

The molecule C4H8O2 (ωB97M-V/def2-TZVPD, the Open Molecules 2025 dataset).

Kohn-Sham gap in eV: 10.6
2S+1: 1

```
14
C4H8O2, DFT ωB97M-V/def2-TZVPD
C -0.442 -1.532 -0.455
C -0.951 -0.677 0.448
C -0.525 0.772 0.511
O 0.310 0.549 1.640
C 0.459 1.130 -0.620
O 1.540 0.216 -0.436
H -0.377 -1.201 -1.489
H -0.336 -2.592 -0.266
H -1.414 -1.005 1.374
H -1.290 1.530 0.725
H 1.149 0.322 1.152
H 0.800 2.169 -0.513
H 0.040 1.010 -1.624
H 1.036 -0.692 -0.446
```

***

# C4H8O2

A structure of composition C4H8O2 (ωB97M-V/def2-TZVPD, the Open Molecules 2025 dataset).

Kohn-Sham gap in eV: 9.3
2S+1: 1

```
14
C4H8O2, DFT ωB97M-V/def2-TZVPD
C -1.359 -1.156 0.628
C -0.337 -0.023 0.533
C 1.299 0.328 -0.646
O 2.217 0.886 0.199
C -0.643 0.900 -0.514
O -1.160 0.541 -1.571
H -2.329 -0.748 0.296
H -1.497 -1.552 1.645
H -1.146 -1.973 -0.056
H 0.095 0.319 1.477
H 1.473 -0.669 -1.042
H 1.228 1.015 -1.506
H 2.492 0.206 0.821
H -0.333 1.928 -0.265
```

***

# C4H8O2

The molecule C4H8O2 (ωB97M-V/def2-TZVPD, the Open Molecules 2025 dataset).

Kohn-Sham gap in eV: 9.3
2S+1: 1

```
14
C4H8O2, DFT ωB97M-V/def2-TZVPD
C 1.737 0.629 -0.211
C 0.740 -0.376 0.327
O 0.215 0.082 1.602
C -0.698 -0.426 -0.047
C -1.274 0.800 -0.621
O -2.665 0.893 -0.410
H 1.325 1.640 -0.246
H 2.028 0.330 -1.224
H 2.639 0.645 0.409
H 1.218 -1.356 0.433
H -0.415 -0.603 1.894
H -1.035 0.693 -1.703
H -0.827 1.747 -0.290
H -2.940 -0.009 -0.191
```

***

ΔE to the lowest compared entry with this formula, charge and spin, record by record: 230.6 408.1 198.5 287.4 367.6 448.2 kJ/mol
HOMO, record by record: -8.447 -8.710 -9.339 -9.590 -8.841 -8.857 eV
E_tot, record by record: -8370.89139 -8369.05193 -8371.22463 -8370.30281 -8369.47209 -8368.63633 eV